(1)
{
  "formula": "C3H4N2O",
  "method": "ωB97M-V/def2-TZVPD",
  "e_tot_ha": -301.446882,
  "max_force_ev_per_a": 0.34,
  "smiles": "Oc1ccn[nH]1",
  "species": ["O", "C", "C", "C", "N", "N", "H", "H", "H", "H"],
  "positions_angstrom": [[1.43, -1.46, 0.10], [0.53, -0.46, 0.00], [-0.39, 0.06, 0.88], [-1.08, 1.01, 0.10], [-0.61, 1.11, -1.13], [0.38, 0.19, -1.17], [1.23, -1.95, 0.91], [-0.52, -0.20, 1.92], [-1.93, 1.61, 0.40], [0.95, 0.10, -2.00]],
  "lowdin_charge": [0.084, -0.390, -0.031, -0.183, 0.017, 0.030, 0.118, 0.097, 0.098, 0.160]
}

(2)
{
  "formula": "C3H4N2O",
  "method": "ωB97M-V/def2-TZVPD",
  "e_tot_ha": -301.432503,
  "max_force_ev_per_a": 1.15,
  "smiles": "[H]/N=C/OCC#N",
  "species": ["H", "N", "C", "O", "C", "C", "N", "H", "H", "H"],
  "positions_angstrom": [[2.71, -0.02, -0.79], [1.74, 0.20, -0.61], [1.28, -0.48, 0.35], [0.01, -0.40, 0.78], [-0.84, 0.48, 0.05], [-2.16, -0.13, -0.12], [-3.22, -0.55, -0.31], [1.82, -1.21, 0.97], [-0.40, 0.69, -0.93], [-0.94, 1.42, 0.60]],
  "lowdin_charge": [0.059, 0.109, -0.298, -0.060, -0.179, -0.169, 0.152, 0.137, 0.111, 0.137]
}

(3)
{
  "formula": "C3H4N2O",
  "method": "ωB97M-V/def2-TZVPD",
  "e_tot_ha": -301.339745,
  "max_force_ev_per_a": 3.71,
  "smiles": "NNC=C=C=O",
  "species": ["N", "N", "C", "C", "C", "O", "H", "H", "H", "H"],
  "positions_angstrom": [[-1.54, -1.03, -0.04], [-1.20, 0.38, 0.01], [0.05, 0.92, 0.00], [1.38, 0.62, 0.03], [2.29, -0.30, -0.06], [3.37, -0.79, -0.11], [-0.68, -1.37, -0.51], [-1.39, -1.43, 0.92], [-2.11, 0.94, -0.26], [-0.16, 2.07, 0.01]],
  "lowdin_charge": [0.017, -0.120, -0.194, -0.027, -0.260, 0.090, 0.074, 0.097, 0.187, 0.135]
}

(4)
{
  "formula": "C3H4N2O",
  "method": "ωB97M-V/def2-TZVPD",
  "e_tot_ha": -301.281798,
  "max_force_ev_per_a": 0.85,
  "smiles": "C#[N+][O-].C#CN",
  "species": ["C", "N", "O", "H", "C", "C", "N", "H", "H", "H"],
  "positions_angstrom": [[1.75, -0.42, 0.68], [2.05, 0.69, 0.63], [2.42, 1.84, 0.58], [1.20, -1.34, 0.72], [-1.04, 1.27, -0.81], [-1.12, 0.09, -0.60], [-1.17, -1.24, -0.30], [-0.96, 2.32, -0.99], [-0.69, -1.83, -0.98], [-2.11, -1.58, -0.15]],
  "lowdin_charge": [0.125, -0.223, 0.008, 0.060, 0.090, -0.299, 0.032, 0.025, 0.090, 0.093]
}

(5)
{
  "formula": "C3H4N2O",
  "method": "ωB97M-V/def2-TZVPD",
  "e_tot_ha": -301.461684,
  "max_force_ev_per_a": 0.34,
  "smiles": "Oc1c[nH]cn1",
  "species": ["O", "C", "C", "N", "C", "N", "H", "H", "H", "H"],
  "positions_angstrom": [[-1.10, -1.99, -0.09], [-0.31, -0.88, -0.05], [-0.51, 0.24, 0.71], [0.48, 1.11, 0.32], [1.22, 0.47, -0.62], [0.77, -0.74, -0.86], [-1.96, -1.68, -0.39], [-1.22, 0.45, 1.50], [0.57, 2.07, 0.60], [2.06, 0.94, -1.12]],
  "lowdin_charge": [0.044, -0.430, -0.051, 0.036, -0.203, 0.123, 0.105, 0.114, 0.145, 0.117]
}

(6)
{
  "formula": "C3H4N2O",
  "method": "ωB97M-V/def2-TZVPD",
  "e_tot_ha": -301.257834,
  "max_force_ev_per_a": 0.73,
  "smiles": "NC#[N+][O-].C#C",
  "species": ["N", "C", "N", "O", "H", "H", "C", "C", "H", "H"],
  "positions_angstrom": [[-1.99, -0.28, -0.11], [-0.68, -0.59, -0.01], [0.13, -1.49, 0.08], [1.34, -1.68, 0.16], [-2.38, 0.20, 0.69], [-2.28, 0.11, -0.99], [1.94, 0.54, 0.09], [0.86, 1.11, 0.00], [2.93, 0.16, 0.17], [0.14, 1.90, -0.08]],
  "lowdin_charge": [0.100, -0.210, -0.096, -0.077, 0.101, 0.101, 0.022, -0.027, 0.046, 0.040]
}

What is the formula in the sixth record? C3H4N2O

Number 6 is which compound? C3H4N2O